Record 1
{
  "formula": "C45H46IrN2P2Si",
  "method": "ωB97M-V/def2-TZVPD",
  "species": ["Ir", "C", "C", "C", "C", "C", "C", "H", "H", "H", "H", "H", "H", "C", "Si", "C", "C", "C", "C", "C", "C", "P", "C", "C", "C", "C", "C", "C", "C", "C", "C", "C", "C", "C", "C", "C", "C", "C", "C", "C", "P", "C", "C", "C", "C", "C", "C", "C", "C", "C", "C", "C", "C", "H", "H", "H", "H", "H", "H", "H", "H", "H", "H", "H", "H", "H", "H", "H", "H", "H", "H", "H", "H", "H", "H", "H", "H", "H", "H", "H", "H", "H", "H", "H", "N", "C", "C", "N", "H", "H", "H", "H", "H", "H", "H", "H", "H"],
  "coordinates": [[-0.207, 0.047, -0.310], [-0.777, 0.905, -2.527], [-1.531, -0.175, -3.031], [-1.025, -0.968, -4.045], [0.226, -0.678, -4.592], [0.969, 0.400, -4.126], [0.472, 1.194, -3.105], [-1.305, 1.713, -2.024], [-2.552, -0.328, -2.692], [-1.620, -1.776, -4.454], [0.605, -1.275, -5.413], [1.911, 0.654, -4.596], [1.021, 2.073, -2.789], [0.272, -2.198, 2.992], [0.390, -0.514, 2.204], [-0.623, 0.718, 3.109], [-0.917, 0.519, 4.461], [-1.764, 1.396, 5.136], [-2.342, 2.464, 4.460], [-2.078, 2.659, 3.109], [-1.199, 1.795, 2.455], [-0.769, 2.112, 0.753], [-2.135, 2.986, 0.010], [-2.150, 4.385, 0.014], [-3.232, 5.053, -0.540], [-4.283, 4.343, -1.109], [-4.271, 2.951, -1.115], [-3.205, 2.278, -0.552], [0.662, 3.152, 0.704], [1.487, 3.304, 1.826], [2.576, 4.154, 1.754], [2.865, 4.826, 0.568], [2.052, 4.671, -0.554], [0.963, 3.821, -0.498], [2.207, -0.162, 2.190], [2.866, 0.096, 3.393], [4.257, 0.148, 3.437], [4.998, -0.061, 2.279], [4.350, -0.307, 1.076], [2.953, -0.349, 1.043], [2.084, -0.658, -0.478], [1.901, -2.433, -0.711], [2.733, -3.355, -0.079], [2.617, -4.706, -0.395], [1.684, -5.135, -1.338], [0.838, -4.216, -1.959], [0.937, -2.867, -1.635], [3.166, -0.038, -1.742], [3.562, 1.303, -1.656], [4.482, 1.800, -2.560], [4.983, 0.973, -3.566], [4.570, -0.350, -3.663], [3.644, -0.859, -2.766], [0.768, -2.123, 3.965], [0.837, -2.952, 2.432], [-0.750, -2.549, 3.177], [-0.496, -0.323, 5.002], [-1.983, 1.232, 6.184], [-3.000, 3.147, 4.981], [-2.547, 3.480, 2.581], [-1.340, 4.948, 0.460], [-3.255, 6.135, -0.521], [-5.119, 4.876, -1.544], [-5.094, 2.406, -1.559], [-3.205, 1.192, -0.546], [1.253, 2.801, 2.756], [3.195, 4.311, 2.629], [3.730, 5.478, 0.519], [2.267, 5.220, -1.463], [0.325, 3.701, -1.368], [2.304, 0.251, 4.311], [4.759, 0.340, 4.377], [6.078, -0.023, 2.307], [4.929, -0.473, 0.176], [3.483, -3.031, 0.636], [3.276, -5.423, 0.080], [1.638, -6.183, -1.611], [0.153, -4.543, -2.733], [0.307, -2.139, -2.143], [3.172, 1.941, -0.866], [4.817, 2.826, -2.486], [5.693, 1.368, -4.281], [4.981, -0.991, -4.433], [3.334, -1.895, -2.844], [-0.737, -4.152, 0.572], [-2.184, -3.730, 0.613], [-2.549, -2.605, -0.342], [-2.138, -1.231, 0.092], [-0.629, -5.090, 0.968], [-0.139, -3.519, 1.105], [-0.360, -4.185, -0.385], [-2.423, -3.463, 1.643], [-2.784, -4.600, 0.357], [-3.635, -2.639, -0.426], [-2.141, -2.793, -1.336], [-2.390, -1.089, 1.069], [-2.741, -0.587, -0.415]],
  "charge": 4,
  "de_lowest_kcal_mol": 42.4,
  "fmax_ev_per_a": 1.67,
  "gap_ev": [5.62, 5.74],
  "spin_multiplicity": 2,
  "e_tot_ev": -79649.3876
}

=====

Record 2
{
  "formula": "C45H47Cl3InN10OP2S2",
  "method": "ωB97M-V/def2-TZVPD",
  "species": ["In", "C", "C", "N", "C", "S", "N", "N", "C", "C", "C", "C", "C", "C", "C", "N", "H", "H", "H", "H", "H", "H", "H", "H", "H", "H", "H", "H", "H", "Cl", "C", "C", "C", "Cl", "C", "O", "C", "Cl", "C", "H", "H", "C", "S", "C", "C", "C", "N", "P", "C", "C", "C", "C", "C", "C", "C", "C", "C", "C", "C", "C", "P", "C", "C", "C", "C", "C", "C", "C", "C", "C", "C", "C", "C", "H", "H", "H", "H", "H", "H", "H", "H", "H", "H", "H", "H", "H", "H", "H", "H", "H", "H", "H", "H", "H", "H", "H", "H", "H", "H", "H", "H", "H", "N", "N", "N", "C", "N", "N", "H", "H", "H"],
  "coordinates": [[0.265, -0.383, 0.438], [4.666, -2.209, 4.103], [4.157, -0.822, 3.744], [2.728, -0.663, 3.968], [1.747, -0.975, 3.124], [2.144, -1.721, 1.592], [0.511, -0.747, 3.559], [-0.400, -0.896, 2.586], [-1.616, -1.198, 2.861], [-2.136, -1.390, 4.247], [-2.449, -1.489, 1.677], [-3.771, -1.901, 1.813], [-4.484, -2.287, 0.692], [-3.863, -2.252, -0.546], [-2.557, -1.803, -0.610], [-1.867, -1.420, 0.464], [5.736, -2.278, 3.905], [4.498, -2.426, 5.157], [4.159, -2.969, 3.509], [4.649, -0.061, 4.351], [4.367, -0.590, 2.699], [2.418, -0.203, 4.811], [-1.300, -1.421, 4.938], [-2.788, -0.561, 4.532], [-2.707, -2.314, 4.334], [-4.227, -1.924, 2.791], [-5.510, -2.617, 0.786], [-4.373, -2.558, -1.448], [-2.038, -1.736, -1.555], [6.133, 4.224, 0.522], [4.703, 3.287, 0.824], [4.208, 2.453, -0.161], [3.056, 1.740, 0.105], [2.468, 0.628, -1.110], [2.319, 1.827, 1.299], [1.191, 1.222, 1.515], [2.925, 2.635, 2.285], [2.205, 2.689, 3.866], [4.075, 3.363, 2.056], [4.711, 2.353, -1.112], [4.484, 3.983, 2.841], [-1.946, 7.055, -4.654], [-2.692, 5.671, -5.537], [-3.180, 4.648, -4.131], [-2.018, 3.911, -3.479], [-2.495, 3.113, -2.273], [-1.499, 2.178, -1.697], [-1.277, 2.081, 0.001], [-0.391, 3.587, 0.488], [0.147, 4.470, -0.437], [0.813, 5.615, -0.018], [0.924, 5.892, 1.334], [0.386, 5.014, 2.267], [-0.253, 3.860, 1.849], [-2.955, 2.364, 0.661], [-3.864, 1.313, 0.539], [-5.172, 1.449, 0.976], [-5.587, 2.644, 1.546], [-4.695, 3.700, 1.662], [-3.386, 3.566, 1.220], [-1.015, 0.752, -2.521], [-2.337, 0.561, -3.774], [-3.624, 0.253, -3.328], [-4.676, 0.118, -4.219], [-4.454, 0.281, -5.580], [-3.184, 0.599, -6.036], [-2.133, 0.744, -5.140], [0.437, 1.115, -3.572], [0.919, 0.067, -4.360], [2.090, 0.199, -5.085], [2.813, 1.384, -5.023], [2.345, 2.431, -4.246], [1.164, 2.296, -3.528], [-1.662, 7.793, -5.401], [-1.054, 6.759, -4.105], [-2.667, 7.508, -3.974], [-3.908, 3.933, -4.520], [-3.703, 5.278, -3.407], [-1.251, 4.627, -3.181], [-1.575, 3.244, -4.219], [-3.377, 2.540, -2.572], [-2.820, 3.787, -1.476], [0.045, 4.268, -1.490], [1.238, 6.289, -0.750], [1.440, 6.784, 1.665], [0.486, 5.217, 3.324], [-0.632, 3.162, 2.587], [-3.551, 0.384, 0.075], [-5.865, 0.624, 0.872], [-6.604, 2.754, 1.896], [-5.018, 4.638, 2.095], [-2.707, 4.402, 1.310], [-3.818, 0.165, -2.265], [-5.669, -0.104, -3.852], [-5.272, 0.175, -6.280], [-3.009, 0.749, -7.093], [-1.154, 1.012, -5.514], [0.362, -0.862, -4.412], [2.445, -0.620, -5.696], [3.735, 1.488, -5.579], [2.899, 3.359, -4.195], [0.822, 3.114, -2.918], [0.079, -3.915, -4.095], [0.593, -3.322, -2.961], [1.679, -3.761, -2.373], [1.727, -2.977, -1.303], [0.706, -2.112, -1.279], [-0.016, -2.356, -2.362], [0.846, -4.386, -4.561], [-0.338, -3.193, -4.672], [2.498, -3.039, -0.556]],
  "charge": 1,
  "de_lowest_kcal_mol": 14.2,
  "fmax_ev_per_a": 0.58,
  "gap_ev": 6.93,
  "e_tot_ev": -147361.4953
}

=====

Record 3
{
  "formula": "C45H47FIN2O18PS2Si2",
  "method": "ωB97M-V/def2-TZVPD",
  "species": ["C", "C", "F", "Si", "O", "Si", "C", "C", "C", "I", "C", "C", "C", "S", "C", "S", "N", "C", "C", "C", "C", "C", "C", "C", "C", "C", "C", "C", "C", "P", "N", "O", "H", "H", "H", "H", "H", "H", "H", "H", "H", "H", "H", "H", "H", "H", "H", "H", "H", "H", "H", "H", "H", "H", "H", "H", "H", "H", "H", "H", "H", "H", "H", "C", "C", "C", "O", "C", "C", "C", "O", "O", "O", "H", "H", "H", "H", "C", "C", "C", "O", "C", "C", "C", "O", "O", "O", "H", "H", "H", "H", "C", "C", "C", "O", "C", "C", "C", "O", "O", "O", "H", "H", "H", "H", "C", "C", "C", "O", "C", "C", "C", "O", "O", "O", "H", "H", "H", "H"],
  "coordinates": [[2.257, 3.144, 3.771], [3.719, 2.850, 3.438], [4.470, 3.950, 3.945], [4.076, 2.816, 1.553], [3.963, 4.392, 1.024], [3.236, 4.570, -0.502], [3.878, 3.327, -1.782], [2.975, 2.107, -2.096], [1.798, 2.420, -3.031], [2.440, 2.900, -5.033], [1.358, 4.673, -0.344], [0.659, 3.409, 0.211], [-0.871, 3.685, 0.246], [-1.667, 2.656, 1.543], [-3.396, 3.132, 1.299], [-3.905, 4.546, 1.938], [-4.250, 2.314, 0.537], [-3.865, 0.910, 0.528], [-4.293, -0.063, 1.412], [-3.857, -1.364, 1.315], [-2.945, -1.746, 0.348], [-2.492, -0.762, -0.513], [-2.951, 0.530, -0.443], [-5.660, 2.550, 0.760], [-6.334, 2.325, 1.944], [-7.677, 2.599, 2.104], [-8.358, 3.141, 1.034], [-7.722, 3.392, -0.173], [-6.384, 3.089, -0.296], [6.204, 2.109, 1.404], [6.380, 0.765, 2.481], [6.475, 1.466, -0.113], [1.912, 3.945, 3.098], [2.129, 3.539, 4.787], [1.617, 2.272, 3.586], [4.112, 1.963, 3.956], [3.094, 1.896, 0.938], [3.681, 5.904, -0.967], [4.897, 3.015, -1.506], [3.986, 3.891, -2.724], [3.602, 1.390, -2.653], [2.652, 1.557, -1.202], [1.141, 1.547, -3.114], [1.172, 3.249, -2.688], [1.143, 5.488, 0.369], [0.860, 4.951, -1.284], [0.773, 2.520, -0.422], [0.970, 3.139, 1.227], [-1.037, 4.736, 0.512], [-1.345, 3.448, -0.715], [-4.985, 0.177, 2.214], [-4.209, -2.135, 2.000], [-2.572, -2.764, 0.267], [-1.765, -1.051, -1.272], [-2.543, 1.242, -1.157], [-5.777, 1.915, 2.787], [-8.194, 2.432, 3.045], [-9.412, 3.414, 1.092], [-8.279, 3.845, -0.988], [-5.853, 3.305, -1.222], [5.901, -0.063, 2.134], [6.032, 0.977, 3.410], [7.433, 1.502, -0.232], [3.986, -1.068, 6.487], [3.871, -1.951, 7.488], [4.476, -3.320, 7.403], [4.355, -4.071, 8.351], [5.179, -3.685, 6.181], [5.294, -2.806, 5.176], [4.708, -1.423, 5.276], [4.851, -0.650, 4.345], [5.934, -3.122, 4.046], [3.218, -1.668, 8.612], [3.556, -0.078, 6.539], [5.597, -4.681, 6.125], [5.884, -2.332, 3.476], [3.284, -2.468, 9.168], [3.896, -4.726, 2.013], [3.360, -3.543, 1.696], [2.201, -3.430, 0.752], [1.746, -2.325, 0.518], [1.678, -4.649, 0.154], [2.214, -5.835, 0.466], [3.356, -5.952, 1.432], [3.791, -7.057, 1.691], [1.767, -6.978, -0.061], [3.813, -2.385, 2.194], [4.730, -4.820, 2.694], [0.857, -4.551, -0.534], [2.320, -7.683, 0.327], [3.243, -1.696, 1.799], [-0.441, -3.595, -3.869], [0.506, -4.534, -3.752], [1.308, -4.996, -4.932], [2.167, -5.838, -4.757], [1.013, -4.413, -6.234], [0.064, -3.476, -6.353], [-0.720, -2.995, -5.167], [-1.557, -2.128, -5.334], [-0.240, -2.917, -7.524], [0.795, -5.113, -2.584], [-1.024, -3.253, -3.025], [1.586, -4.766, -7.079], [-0.951, -2.276, -7.336], [1.513, -5.749, -2.774], [-5.004, -0.105, -5.286], [-6.012, 0.352, -6.038], [-7.184, 1.066, -5.433], [-8.061, 1.475, -6.171], [-7.217, 1.232, -3.988], [-6.210, 0.773, -3.230], [-5.024, 0.081, -3.841], [-4.130, -0.300, -3.113], [-6.218, 0.911, -1.902], [-6.037, 0.203, -7.363], [-4.153, -0.619, -5.710], [-8.075, 1.733, -3.563], [-5.388, 0.503, -1.579], [-6.867, 0.621, -7.661]],
  "charge": 0,
  "fmax_ev_per_a": 2.43,
  "gap_ev": 6.02,
  "e_tot_ev": -144795.6062
}

=====

Record 4
{
  "formula": "C45H47FNO8PS",
  "method": "ωB97M-V/def2-TZVPD",
  "species": ["C", "C", "C", "C", "P", "N", "C", "C", "C", "C", "F", "O", "C", "C", "C", "C", "C", "C", "C", "C", "C", "O", "S", "O", "O", "H", "H", "H", "H", "H", "H", "H", "H", "H", "H", "H", "H", "H", "H", "H", "H", "H", "H", "H", "H", "H", "H", "H", "H", "H", "H", "H", "H", "H", "H", "H", "O", "C", "C", "C", "C", "C", "C", "C", "C", "O", "C", "C", "C", "C", "C", "C", "H", "H", "H", "H", "H", "H", "H", "H", "O", "C", "C", "C", "C", "C", "C", "C", "C", "O", "C", "C", "C", "C", "C", "C", "H", "H", "H", "H", "H", "H", "H", "H"],
  "coordinates": [[0.382, 0.203, 3.815], [1.078, -0.084, 2.893], [1.898, -0.444, 1.742], [1.307, 0.038, 0.380], [0.335, 1.648, 0.670], [0.048, 2.588, -0.551], [0.397, -0.997, -0.392], [0.044, -2.265, 0.403], [-0.954, -2.108, 1.555], [-1.938, -3.255, 1.613], [-2.575, -3.464, 0.394], [-0.783, -0.277, -0.701], [-1.650, -0.766, -1.703], [-2.935, 0.053, -1.609], [-3.690, 0.088, -2.933], [-3.832, -0.355, -0.440], [-4.619, 0.859, 0.114], [-3.946, 1.421, 1.396], [-6.053, 0.464, 0.455], [1.163, -1.462, -1.627], [1.518, -0.353, -2.580], [2.386, 0.684, -2.041], [2.786, 0.565, -0.532], [3.180, 1.835, -0.013], [3.769, -0.479, -0.406], [-0.447, 0.409, 4.455], [2.164, -1.496, 1.754], [2.839, 0.096, 1.881], [1.143, 2.307, 1.610], [-0.841, 1.258, 1.327], [0.391, 2.216, -1.427], [-0.412, -2.941, -0.322], [0.933, -2.791, 0.744], [-0.406, -2.175, 2.496], [-1.446, -1.139, 1.568], [-1.387, -4.171, 1.844], [-2.659, -3.115, 2.418], [-1.266, -0.632, -2.718], [-1.899, -1.825, -1.582], [-2.599, 1.073, -1.401], [-4.597, 0.674, -2.793], [-3.955, -0.902, -3.300], [-3.095, 0.622, -3.675], [-3.203, -0.711, 0.371], [-4.519, -1.160, -0.705], [-4.591, 1.655, -0.630], [-3.253, 0.704, 1.836], [-4.696, 1.626, 2.158], [-3.403, 2.342, 1.190], [-6.017, -0.351, 1.183], [-6.599, 0.118, -0.421], [-6.581, 1.280, 0.944], [0.603, -2.204, -2.196], [2.043, -1.996, -1.271], [0.648, 0.145, -2.993], [2.063, -0.789, -3.413], [5.666, -6.508, -5.350], [5.078, -5.696, -6.033], [4.667, -6.021, -7.428], [4.945, -7.282, -7.939], [4.539, -7.612, -9.221], [3.853, -6.685, -9.997], [3.585, -5.422, -9.498], [3.995, -5.083, -8.215], [3.714, -3.713, -7.701], [3.176, -2.881, -8.401], [4.107, -3.395, -6.299], [3.823, -2.135, -5.786], [4.156, -1.834, -4.477], [4.772, -2.786, -3.671], [5.067, -4.039, -4.182], [4.740, -4.346, -5.497], [5.475, -8.000, -7.329], [4.754, -8.596, -9.616], [3.528, -6.949, -10.995], [3.057, -4.695, -10.099], [3.341, -1.399, -6.414], [3.942, -0.853, -4.077], [5.021, -2.546, -2.645], [5.549, -4.783, -3.563], [-0.163, 3.751, 8.459], [-0.774, 4.530, 7.758], [-0.630, 4.501, 6.275], [0.201, 3.552, 5.694], [0.319, 3.488, 4.316], [-0.394, 4.371, 3.510], [-1.212, 5.329, 4.085], [-1.329, 5.401, 5.467], [-2.201, 6.450, 6.068], [-2.768, 7.264, 5.372], [-2.361, 6.466, 7.550], [-3.196, 7.412, 8.131], [-3.379, 7.423, 9.503], [-2.729, 6.488, 10.302], [-1.886, 5.551, 9.730], [-1.695, 5.538, 8.354], [0.749, 2.864, 6.324], [0.964, 2.747, 3.866], [-0.309, 4.314, 2.431], [-1.764, 6.022, 3.465], [-3.702, 8.133, 7.504], [-4.032, 8.159, 9.953], [-2.880, 6.494, 11.373], [-1.375, 4.825, 10.347]],
  "charge": 0,
  "de_lowest_kcal_mol": 0.0,
  "fmax_ev_per_a": 1.73,
  "smiles": "C#CC[C@]1([PH2]=N)[C@@](CCCF)(OC[C@@H](C)CC(C)C)CCOS1(=O)=O.O=C1c2ccccc2C(=O)c2ccccc21.O=C1c2ccccc2C(=O)c2ccccc21",
  "gap_ev": 7.44,
  "e_tot_ev": -88136.4759
}